# 1
Density functional theory data (ωB97M-V with the def2-TZVPD basis set) for C25H19N5OPRh as an isolated structure in a non-equilibrium geometry.

```
52
Properties=species:S:1:pos:R:3
Rh 0.55098 1.51192 -0.08308
O -1.69217 3.39511 -1.88939
C -1.71744 2.33544 -1.38166
C -2.84657 1.37246 -1.16217
C -4.12318 1.80782 -1.55142
C -5.28961 1.03837 -1.21903
C -5.07679 -0.08889 -0.49991
C -3.80760 -0.46750 -0.06063
C -2.69166 0.23315 -0.29884
P -0.97300 -0.29196 0.19358
C -1.05341 -1.29226 1.65874
C -1.34112 -2.65547 1.82138
C -1.29528 -3.15670 3.08848
C -1.01684 -2.38994 4.20532
C -0.87486 -1.01211 4.02414
C -0.88421 -0.47808 2.75011
C -0.19014 -1.31462 -1.05105
C 0.95148 -2.02179 -0.67413
C 1.49304 -2.96043 -1.54114
C 0.85702 -3.23447 -2.74057
C -0.32702 -2.62083 -3.06514
C -0.82992 -1.64603 -2.22436
H -4.18705 2.70354 -2.17029
H -6.21822 1.37116 -1.64334
H -5.95474 -0.70442 -0.23464
H -3.68931 -1.32902 0.56953
H -1.38229 -3.39034 1.01332
H -1.53757 -4.18352 3.28817
H -0.98348 -2.76527 5.21744
H -0.67183 -0.39464 4.90320
H -0.72429 0.63588 2.68586
H 1.40882 -1.90273 0.28754
H 2.35564 -3.55428 -1.27784
H 1.26425 -3.98202 -3.40238
H -0.80222 -2.86741 -4.03945
H -1.73132 -1.11570 -2.48655
N 2.95692 4.00619 2.40633
C 1.75379 3.50607 2.18369
N 1.82846 2.71661 1.13800
C 3.15773 2.76313 0.76560
N 3.86986 3.53319 1.55281
C 3.70932 2.11086 -0.44004
C 5.00107 2.20659 -0.96284
N 5.38337 1.41747 -1.98046
C 4.43657 0.55900 -2.45667
C 3.13245 0.48571 -1.99218
N 2.80784 1.18898 -0.91240
H 3.23237 4.61828 3.20181
H 0.88658 3.68584 2.76038
H 5.72888 2.94047 -0.61767
H 4.75543 -0.12323 -3.26766
H 2.39128 -0.19955 -2.38852
```

Calculated values
Electronic energy, a.u.: -1764.3309
Frontier orbital gap (spin up / spin down), eV: 7.55 / 6.33
Total charge: +2
Expectation value of S²: 6.0119
HOMO level (spin up / spin down), hartree: -0.5044 / -0.5537
Spin multiplicity: 5

These are the Mulliken partial charges, in e, on atoms 1 to 4: atom 1 (Rh): 0.082, atom 2 (O): -0.323, atom 3 (C): -0.253, atom 4 (C): 0.371



# 2
Density functional theory data (ωB97M-V with the def2-TZVPD basis set) for C25H20Cl3N4O6RuS as an isolated structure.

```
60
Properties=species:S:1:pos:R:3
Ru -0.64667 0.17842 -0.12777
N 4.26464 5.13708 0.63857
C 2.92960 4.77616 0.54460
C 1.99385 5.28098 1.45048
C 0.67585 4.86761 1.39743
C 0.28343 3.95900 0.42643
C 1.20146 3.44951 -0.48864
C 2.51642 3.85557 -0.42519
S -1.35645 3.35366 0.39783
O -1.80599 3.22967 -0.95842
O -2.13956 4.06481 1.36142
N -1.17934 1.79039 0.90022
C -0.83446 1.33639 2.13812
N -0.62015 2.04707 3.23000
C -0.21158 1.33578 4.27898
C 0.01236 -0.03479 4.24795
C -0.22448 -0.68412 3.04775
N -0.68730 -0.00777 2.00818
H 4.45915 6.00311 1.11236
H 4.81903 5.00333 -0.19036
H 2.30976 5.98936 2.20695
H -0.05402 5.23337 2.10655
H 0.88515 2.73192 -1.23624
H 3.24134 3.44654 -1.11870
H -0.03783 1.89777 5.18998
H 0.36393 -0.56914 5.11674
H -0.05938 -1.74644 2.91317
C 0.51083 1.40432 -6.79186
O -0.89521 1.32226 -6.62501
C -1.36860 1.13075 -5.37703
C -2.77512 1.06008 -5.27390
C -3.33313 0.87903 -4.04777
C -2.56384 0.73140 -2.86350
C -3.21634 0.50452 -1.61270
C -4.68754 0.74796 -1.41361
O -2.65213 0.08587 -0.57284
C -1.14625 0.80931 -2.98181
O -0.30458 0.74995 -1.99721
C -0.57732 1.01090 -4.26080
H 0.67841 1.54900 -7.85497
H 0.99884 0.48324 -6.46604
H 0.92241 2.25045 -6.23759
H -3.37383 1.15417 -6.16823
H -4.40941 0.81964 -3.98793
H -5.21093 1.14825 -2.27255
H -4.76279 1.46586 -0.59555
H -5.16192 -0.17596 -1.08269
H 0.49947 1.07529 -4.29995
Cl 4.22054 -4.64140 1.60317
C 3.34598 -3.20224 1.17945
C 2.11539 -3.30669 0.56201
C 1.44819 -2.13958 0.23992
Cl -0.12456 -2.25864 -0.54779
C 1.94070 -0.85004 0.49452
O 1.31623 0.24702 0.16015
C 3.19805 -0.81361 1.13223
Cl 3.85887 0.73945 1.50662
C 3.89123 -1.95765 1.46844
H 1.68524 -4.27133 0.33288
H 4.85145 -1.88013 1.95788
```

Calculated values
Electronic energy, a.u.: -3508.8309
Frontier orbital gap (spin up / spin down), eV: 8.16 / 6.75
Expectation value of S²: 0.7549
ΔE to the lowest compared entry with this formula, charge and spin, eV: 0.098
HOMO level (spin up / spin down), hartree: -0.2936 / -0.2911
Spin multiplicity: 2

These are the Mulliken partial charges, in e, on atoms 1 to 4: atom 1 (Ru): 0.896, atom 2 (N): -0.562, atom 3 (C): 1.120, atom 4 (C): -0.710



# 3
Density functional theory data (ωB97M-V with the def2-TZVPD basis set) for C25H20Cl5EuN4O as an isolated structure in a non-equilibrium geometry.

```
56
Properties=species:S:1:pos:R:3
Eu 0.51960 -0.24021 -0.28446
C -0.85644 1.98671 1.86142
C 0.09039 1.42286 2.93059
C 0.21045 -0.08300 2.98429
C -0.28930 -0.79797 4.06222
C -0.08014 -2.16643 4.13441
C 0.63061 -2.79252 3.12004
C 1.06738 -2.02813 2.05915
N 0.86664 -0.69740 1.98125
N -0.34566 1.92971 0.46621
C 0.79981 2.86736 0.27426
C 2.16225 2.26455 0.56457
C 3.09911 2.91011 1.35181
C 4.35882 2.34611 1.50468
C 4.64970 1.15189 0.86288
C 3.65827 0.55772 0.10666
N 2.43849 1.09399 -0.04063
C -1.44070 2.29027 -0.46696
C -1.30739 1.68721 -1.85706
C -2.33698 1.84697 -2.77145
C -2.20539 1.29590 -4.03563
C -1.04032 0.60988 -4.35804
C -0.06342 0.48516 -3.39470
N -0.19078 1.00394 -2.15744
H -1.08133 3.02707 2.11872
H -1.78877 1.42049 1.90083
H -0.29568 1.76429 3.89046
H 1.08861 1.84654 2.82430
H -0.82497 -0.28268 4.84811
H -0.45328 -2.73689 4.97446
H 0.84005 -3.85231 3.15080
H 1.60667 -2.49057 1.23809
H 0.64964 3.76737 0.87651
H 0.81400 3.16906 -0.77442
H 2.85041 3.84409 1.83874
H 5.10323 2.83791 2.11678
H 5.62408 0.69255 0.94784
H 3.84420 -0.37461 -0.41669
H -1.52488 3.37878 -0.56294
H -2.39050 1.94648 -0.05577
H -3.23114 2.38929 -2.49218
H -3.00092 1.40427 -4.76060
H -0.89642 0.17974 -5.33882
H 0.86619 -0.03059 -3.60603
Cl -4.44953 -4.92061 -2.50933
C -3.01072 -4.08241 -2.11695
C -3.03709 -3.05172 -1.18469
Cl -4.49916 -2.60072 -0.41341
C -1.85310 -2.38955 -0.87967
Cl -1.89399 -1.06713 0.27483
C -0.61797 -2.70711 -1.45978
O 0.48993 -2.05631 -1.14045
C -0.62868 -3.74032 -2.40985
Cl 0.86208 -4.12690 -3.16285
C -1.79699 -4.42168 -2.73176
Cl -1.75897 -5.68051 -3.88235
```

Calculated values
Electronic energy, a.u.: -4269.5869
Frontier orbital gap (spin up / spin down), eV: 4.09 / 4.66
Total charge: +2
Expectation value of S²: 12.0363
HOMO level (spin up / spin down), hartree: -0.3638 / -0.5148
Spin multiplicity: 7

These are the Mulliken partial charges, in e, on atoms 1 to 4: atom 1 (Eu): 0.112, atom 2 (C): -1.058, atom 3 (C): -0.966, atom 4 (C): 0.698



# 4
Density functional theory data (ωB97M-V with the def2-TZVPD basis set) for C25H20Cl5FeN4O as an isolated structure.

```
56
Properties=species:S:1:pos:R:3
Fe -0.16227 0.14129 -0.05035
C 2.50871 -0.30086 1.05728
C 2.17145 0.64213 2.19719
C 0.81311 0.42492 2.80794
C 0.70288 0.49730 4.19179
C -0.50876 0.26771 4.81126
C -1.59354 -0.05408 4.01384
C -1.41423 -0.10188 2.64904
N -0.24792 0.14601 2.02444
N 1.83235 0.08106 -0.19979
C 2.12779 -0.91195 -1.25714
C 1.20016 -0.65154 -2.41162
C 1.49903 -1.01203 -3.71291
C 0.59414 -0.70558 -4.71592
C -0.56907 -0.02587 -4.38639
C -0.79403 0.30162 -3.06413
N 0.06472 -0.01497 -2.08569
C 2.29160 1.42549 -0.66261
C 1.31773 2.50976 -0.29997
C 1.67730 3.84708 -0.27798
C 0.71653 4.79342 0.03484
C -0.57260 4.37277 0.32968
C -0.85002 3.02238 0.29214
N 0.07214 2.10472 -0.02773
H 2.19530 -1.31730 1.30111
H 3.59066 -0.31194 0.89177
H 2.27857 1.68503 1.88857
H 2.91336 0.49631 2.98151
H 1.58365 0.72734 4.77534
H -0.60089 0.32353 5.88740
H -2.56658 -0.26457 4.43355
H -2.25736 -0.34680 2.02400
H 1.96778 -1.91079 -0.85056
H 3.17194 -0.84073 -1.57655
H 2.43114 -1.51460 -3.93409
H 0.80167 -0.97819 -5.74199
H -1.29155 0.25437 -5.13924
H -1.68316 0.84368 -2.77359
H 2.38543 1.40712 -1.74949
H 3.28563 1.64358 -0.26547
H 2.69544 4.13838 -0.49969
H 0.97051 5.84454 0.05667
H -1.34967 5.07667 0.58971
H -1.83784 2.64873 0.53199
Cl -5.23101 -4.74101 -0.71960
C -3.79350 -3.89928 -0.50979
C -3.81211 -2.46913 -0.54223
Cl -5.27652 -1.64015 -0.78898
C -2.64273 -1.79134 -0.37147
Cl -2.59629 -0.06003 -0.38372
C -1.38749 -2.46223 -0.16275
O -0.31605 -1.83299 -0.01629
C -1.40594 -3.90896 -0.13331
Cl 0.07574 -4.69111 0.11087
C -2.58279 -4.60326 -0.30290
Cl -2.59252 -6.30376 -0.26800
```

Calculated values
Electronic energy, a.u.: -4823.1648
Frontier orbital gap (spin up / spin down), eV: 9.22 / 6.14
Total charge: +2
Expectation value of S²: 0.7841
ΔE to the lowest compared entry with this formula, charge and spin, eV: 0.000
HOMO level (spin up / spin down), hartree: -0.5291 / -0.5387
Spin multiplicity: 2

These are the Mulliken partial charges, in e, on atoms 1 to 4: atom 1 (Fe): -0.499, atom 2 (C): -0.973, atom 3 (C): -0.973, atom 4 (C): 0.755